{"formula": "C11H41BrO13", "method": "ωB97M-V with the def2-TZVPD basis set", "symbols": ["Br", "O", "O", "O", "O", "O", "O", "O", "O", "O", "O", "O", "O", "O", "C", "C", "C", "C", "C", "C", "C", "C", "C", "C", "C", "H", "H", "H", "H", "H", "H", "H", "H", "H", "H", "H", "H", "H", "H", "H", "H", "H", "H", "H", "H", "H", "H", "H", "H", "H", "H", "H", "H", "H", "H", "H", "H", "H", "H", "H", "H", "H", "H", "H", "H", "H"], "coordinates": [[4.5224, 3.2906, 1.9322], [-2.7619, -3.3017, 0.8358], [3.4996, 2.1541, 0.9324], [3.9515, -2.8816, 4.6862], [-1.5573, -0.6841, -1.3982], [0.7355, -2.0380, 2.7089], [1.5878, 2.3607, 2.1904], [-5.6370, 2.9245, -6.2446], [-3.4153, -6.4383, 0.6379], [-1.8304, 1.8661, -3.9883], [2.2914, 5.4006, 0.0015], [2.5579, 0.3821, 1.8953], [0.1223, 3.3444, 0.0865], [7.4363, 2.0819, 2.6943], [7.7899, 0.9135, 1.9701], [2.5138, 1.5571, 1.7021], [-2.2030, -6.6283, -0.0900], [0.5136, -3.0343, 1.7273], [-1.9861, -1.9570, -1.8813], [-5.1883, 1.5966, -6.4774], [-3.1284, 2.3629, -3.6883], [3.2361, -2.0561, 5.5947], [1.6858, 6.5671, 0.5553], [-4.0723, -2.8614, 1.1639], [-0.1552, 2.3862, -0.9396], [1.4534, -3.4361, 1.3351], [2.1680, -2.0483, 5.3646], [-3.6948, -7.3007, 0.9574], [-5.5484, 1.2130, -7.4358], [8.1549, 0.1215, 2.6290], [2.2980, 7.4550, 0.3862], [8.5453, 1.1198, 1.2071], [-2.6109, -4.1186, 1.3235], [-0.6905, 2.8414, -1.7730], [-1.6988, 1.0614, -3.4729], [-3.2333, 2.5977, -2.6250], [-4.1716, -2.6481, 2.2313], [1.6045, 6.3953, 1.6259], [-1.5880, -0.7319, -0.4365], [-4.0969, 1.5374, -6.4554], [-5.2911, 3.4872, -6.9425], [0.6851, 6.7377, 0.1512], [-1.9488, -1.9278, -2.9687], [1.2248, -1.3152, 2.2971], [1.1056, 2.8346, 1.4767], [8.2183, 2.4121, 3.1451], [6.8839, 0.5651, 1.4778], [-0.0865, -2.6451, 0.8999], [3.3805, -2.4680, 6.5919], [-0.0377, -3.8444, 2.2028], [0.7688, 1.9360, -1.3098], [-3.2718, 3.2711, -4.2692], [3.8159, -2.5224, 3.8043], [-4.8246, -3.6011, 0.8793], [-5.5931, 0.9795, -5.6781], [-1.4260, -7.0556, 0.5490], [-1.8793, -5.6484, -0.4351], [-1.3224, -2.7423, -1.5174], [-3.0043, -2.1714, -1.5561], [-3.8998, 1.6431, -3.9689], [-4.2538, -1.9421, 0.6082], [2.3928, 5.5298, -0.9484], [0.6737, 4.0526, -0.2659], [-2.3556, -7.2779, -0.9547], [-0.7777, 1.6090, -0.5070], [3.6132, -1.0295, 5.5832]], "atomic_forces_ev_per_a": [[-0.04, 0.10, -0.11], [-0.04, 0.00, 0.13], [-0.31, 0.00, 0.09], [0.05, 0.03, -0.01], [-0.08, 0.01, -0.05], [0.09, -0.01, -0.03], [-0.18, -0.10, 0.19], [-0.03, 0.00, 0.03], [0.14, 0.02, -0.02], [0.01, -0.09, 0.07], [-0.28, -0.11, -0.28], [-0.02, -0.45, -0.05], [-0.02, -0.07, 0.24], [0.14, 0.09, 0.09], [-0.05, -0.01, -0.01], [0.28, -0.05, 0.03], [-0.08, -0.02, 0.09], [0.04, 0.14, 0.00], [0.09, 0.10, 0.06], [0.05, 0.13, -0.09], [0.09, -0.10, 0.04], [-0.05, 0.00, -0.07], [0.02, 0.01, 0.06], [-0.02, -0.04, -0.02], [0.14, 0.09, 0.00], [-0.02, -0.02, -0.01], [-0.01, 0.03, 0.02], [-0.08, 0.06, 0.06], [-0.01, -0.04, 0.02], [-0.01, -0.01, 0.00], [0.01, -0.01, 0.01], [-0.01, 0.00, -0.01], [0.00, -0.03, -0.08], [0.00, 0.00, -0.01], [0.04, 0.05, 0.03], [-0.02, 0.03, -0.01], [0.01, 0.04, -0.01], [0.00, 0.01, 0.00], [0.03, 0.04, -0.01], [0.00, -0.09, 0.02], [-0.01, 0.00, 0.01], [-0.01, 0.00, 0.00], [0.01, 0.05, 0.00], [0.04, 0.13, 0.13], [-0.06, 0.32, -0.35], [0.01, -0.04, 0.00], [0.01, -0.01, 0.00], [-0.02, -0.12, -0.04], [0.02, -0.02, -0.02], [0.00, 0.01, 0.00], [-0.03, -0.06, -0.03], [-0.03, -0.01, 0.00], [-0.04, -0.04, 0.00], [-0.01, 0.01, -0.02], [0.00, -0.01, -0.02], [0.06, 0.01, -0.05], [-0.02, -0.01, -0.02], [-0.08, -0.10, -0.06], [0.00, -0.11, -0.07], [-0.07, 0.06, 0.03], [-0.01, 0.00, 0.01], [0.14, 0.06, 0.10], [0.21, 0.08, 0.02], [0.03, 0.02, -0.03], [0.01, 0.03, 0.03], [-0.02, 0.01, 0.03]], "smiles": "O=C(O)OBr.CO.CO.CO.CO.CO.CO.CO.CO.CO.CO", "homo_ev": -9.7, "multiplicity": 1, "lumo_energy_ev": -0.41}

{"formula": "C19H26BeBr2Cl6FMgN4O8", "method": "ωB97M-V with the def2-TZVPD basis set", "symbols": ["Br", "Br", "Cl", "Cl", "Cl", "Cl", "Cl", "Cl", "Mg", "F", "O", "O", "O", "O", "O", "O", "O", "O", "N", "N", "N", "N", "C", "C", "C", "C", "C", "C", "C", "C", "C", "C", "C", "C", "C", "C", "C", "C", "C", "C", "C", "Be", "H", "H", "H", "H", "H", "H", "H", "H", "H", "H", "H", "H", "H", "H", "H", "H", "H", "H", "H", "H", "H", "H", "H", "H", "H", "H"], "coordinates": [[-7.4029, -2.5930, -1.3890], [0.8103, -5.8951, -1.2465], [-3.4442, -3.4985, -0.5298], [-5.0212, -0.1150, 1.5107], [4.6716, -3.6100, 1.4709], [3.2417, -6.1102, 1.6383], [3.5564, -4.7946, -0.9132], [5.8241, -6.0186, 0.3716], [-5.0588, -3.9049, 2.5967], [-7.5824, -3.9991, 1.8990], [-2.0596, 0.9181, -1.0598], [-0.6155, 1.8886, 0.5038], [-2.4333, 0.6319, 1.0529], [-2.1773, 7.0240, 5.5011], [2.6861, -1.7055, -3.7380], [4.8044, -2.0855, -3.7155], [-0.6192, -0.7011, -1.1441], [0.1779, 4.8590, 4.8748], [1.6004, 3.1393, 4.4807], [3.8505, -1.3556, -3.6228], [-0.8511, 2.9294, -3.1414], [-0.0316, 3.7109, 2.9358], [4.3247, -5.1400, 0.6430], [-2.5372, -0.7268, 0.4831], [-2.0362, -0.4883, -0.9519], [0.3055, -3.5668, 0.9278], [-3.9620, -1.1831, 0.6935], [-1.5748, 1.2597, 0.2645], [-1.0931, 4.7569, -1.3040], [-5.8870, -2.7952, 0.5555], [0.7705, -2.3550, 0.1218], [5.4086, 0.5031, -3.2064], [4.1069, 0.0618, -3.3325], [-4.4578, -2.3716, 0.3154], [-0.2587, -2.1366, -0.9801], [-0.9583, 3.7255, -2.3162], [4.5682, 2.7083, -2.7483], [3.0342, 0.9140, -3.1823], [5.6370, 1.8384, -2.9124], [0.5610, 3.9620, 4.1498], [3.2654, 2.2460, -2.8861], [-0.9081, 0.3224, -2.4764], [-1.1322, -2.7205, -0.7444], [6.2372, -0.1772, -3.3321], [0.8722, -3.6319, 1.8500], [-6.1851, -2.7502, 1.6374], [-0.7548, -3.4998, 1.1857], [-1.8476, -1.2957, 1.1069], [2.0217, 0.5516, -3.2940], [-0.3865, 4.5723, -0.4964], [-6.5862, -1.9294, -0.0288], [-1.6200, 7.7962, 5.6290], [2.4321, 2.9244, -2.7619], [-0.8869, 5.7306, -1.7447], [-1.5603, 6.2836, 5.5032], [0.2545, 2.9828, 2.3113], [-0.7958, 4.3055, 2.6769], [-6.0554, -3.7838, 0.1818], [4.7501, 3.7480, -2.5130], [1.9303, 2.3965, 3.8961], [0.4139, -4.4645, 0.2989], [0.8386, -1.4883, 0.7771], [-2.6444, -0.9558, -1.7274], [1.7211, -2.5935, -0.3396], [0.1555, -2.5042, -1.9127], [-2.1068, 4.7527, -0.9072], [6.6501, 2.1992, -2.8085], [2.0499, 3.3024, 5.3622]], "atomic_forces_ev_per_a": [[-1.08, 0.70, -1.61], [-0.74, -0.53, -0.85], [0.04, -0.01, -0.19], [-0.05, 0.11, 0.22], [0.00, 0.08, 0.06], [-0.02, 0.02, 0.02], [0.59, 0.21, 0.20], [0.05, 0.01, 0.02], [-2.10, -0.66, -0.37], [1.84, -0.29, 1.14], [0.93, 0.01, -1.91], [-0.36, 0.46, -0.56], [1.10, -0.46, -0.16], [-0.03, -0.04, -0.06], [-0.11, 0.00, 0.07], [0.04, -0.14, -0.06], [-0.96, 0.23, -1.35], [-0.08, 0.09, 0.10], [-0.10, 0.06, -0.02], [-0.04, -0.04, 0.05], [0.03, -1.01, 0.58], [0.05, -0.02, -0.04], [0.00, 0.00, -0.17], [-0.67, 0.53, 1.38], [-0.96, -0.37, 1.14], [0.11, 0.20, 0.15], [-0.01, 0.04, -1.01], [-0.50, 0.17, 0.93], [-0.01, 0.09, 0.06], [3.34, 0.06, 1.53], [-0.81, -0.19, 0.13], [0.26, 0.01, 0.01], [0.02, 0.05, 0.02], [-0.37, 0.08, 0.37], [1.74, -1.18, -0.19], [0.07, -0.07, -0.30], [0.01, 0.00, 0.01], [-0.31, 0.33, 0.13], [-0.13, 0.06, 0.02], [0.03, -0.05, -0.04], [0.11, 0.02, 0.04], [0.68, 1.04, 1.24], [-0.56, 0.39, -0.17], [-0.07, -0.11, -0.02], [0.15, -0.28, 0.08], [-1.24, 0.97, -0.91], [-0.13, 0.15, 0.13], [0.26, -0.44, -0.41], [0.04, -0.15, -0.10], [0.03, 0.00, -0.01], [-0.22, -0.86, 0.29], [0.00, 0.03, 0.03], [-0.02, 0.01, -0.04], [-0.01, 0.02, -0.02], [0.14, -0.09, -0.06], [0.04, -0.02, 0.07], [-0.03, 0.04, 0.08], [-0.31, -0.25, 0.13], [0.01, 0.02, -0.01], [0.01, 0.00, -0.03], [0.05, 0.28, 0.65], [0.18, 0.28, -0.11], [-0.12, -0.13, -0.06], [0.34, 0.31, 0.12], [-0.19, 0.22, -0.38], [-0.03, 0.03, -0.02], [0.03, -0.01, -0.01], [0.01, 0.02, 0.03]], "homo_ev": -9.7, "multiplicity": 1, "total_charge": 1, "lumo_energy_ev": -7.51}